1.
Below is 2 unconnected molecules or ions with the total composition C4H12NO2 in a non-equilibrium geometry, with properties calculated with the ωB97M-V functional and the def2-TZVPD basis.

Values from the calculation:
ΔE to the lowest compared entry with this formula, charge and spin	90.9	kJ/mol
net charge	-1
lowest unoccupied orbital energy	4.06	eV
E_HOMO	-3.8	eV

```
19
C4H12NO2 | OMol25 | the ωB97M-V functional and the def2-TZVPD basis
C -0.1833 1.4494 0.5724
H -0.9696 -1.7976 -1.5057
N -0.0869 -1.1328 0.1050
C -0.0363 -1.2193 -1.3894
C 2.0101 0.1886 -0.0578
H -0.1342 1.7049 -0.5124
H 1.8056 0.4939 -1.0878
C 0.6365 0.1010 0.6157
H -0.1165 -0.2563 -1.9144
H -1.0917 -0.8778 0.2039
H 2.6127 -0.7174 0.0206
H -2.8261 -0.7812 1.3500
O -1.4822 1.5776 0.9846
H 0.7339 -0.1507 1.6911
H 2.5972 1.0021 0.3791
H 0.4869 2.1227 1.1640
O -2.6731 -0.5601 0.4194
H -2.0497 0.6819 0.7981
H 0.7666 -1.8289 -1.8367
```


2.
Below is a molecular structure, C36H38N13O6Tc in a non-equilibrium geometry, with properties calculated with the ωB97M-V functional and the def2-TZVPD basis.

Values from the calculation:
net charge	+1
multiplicity	2
lowest unoccupied orbital energy (alpha / beta)	-5.02 / -4.61	eV
E_HOMO (alpha / beta)	-10.4 / -10.4	eV

```
94
C36H38N13O6Tc | OMol25 | the ωB97M-V functional and the def2-TZVPD basis
H -6.2849 2.4239 6.7020
H 3.1422 0.3644 -1.1779
C 3.5323 0.4409 -4.5961
H -7.2872 2.8474 5.2718
N 1.2481 -0.5297 -1.5420
H 4.6393 -2.7511 1.6617
C -0.9791 6.0316 -2.8234
C -6.5379 2.1450 5.6675
H 2.8943 0.6000 -7.9148
C 2.5073 -2.6737 1.2689
H 4.9292 -2.4288 -5.6689
C 0.9918 -1.5948 -2.3351
C -3.1377 -1.5264 2.4833
H 3.3484 1.0087 -3.6957
Tc -0.2831 -1.3065 1.5899
O -3.2388 -2.6365 1.9608
N 2.0522 -2.0821 -2.9261
H -1.5904 -3.4790 1.7895
H -1.7696 -3.3274 3.9521
C -6.2279 0.1058 4.8580
H 4.1995 -1.5112 -7.8235
O 1.8191 2.5007 -4.4934
N 0.6668 -0.8752 3.5892
C -4.2493 -0.9089 3.2561
H -0.8365 -1.3994 4.9356
C 4.0047 -0.9553 -6.9185
C 0.4010 4.2607 -3.6559
N -2.4736 -1.0241 -2.0195
C 1.0120 3.5489 -4.7538
C 3.0595 0.9372 -5.8066
N -1.3459 2.5805 0.2732
H -0.0271 -4.0567 1.7483
C 0.1475 4.5616 -1.2816
H -0.6303 5.6396 -4.9127
C 0.6805 3.8593 -2.3497
C 4.1607 -0.7890 -4.5228
N -1.1910 -1.6335 -0.0805
C 3.2913 0.2287 -6.9829
H 1.6732 -1.0091 3.4879
N -0.0461 2.8214 0.3994
H 3.8273 -1.3476 2.3682
C 0.2950 -3.1750 4.5204
H 0.0198 -2.0134 -2.4780
O -5.3714 2.1927 4.8714
H 1.5908 -3.9368 -0.2270
H 4.1301 -1.4078 0.6324
H 1.6228 1.6216 0.9833
O -7.0585 0.8323 5.6457
H 3.1044 -4.5817 0.4485
H 3.1432 -3.2716 -0.7268
C -3.0257 -0.0522 -2.6472
N -0.6425 -3.3813 2.2000
C 3.8701 -2.0025 1.5008
H -2.4501 0.8450 0.6195
H 1.3090 2.9973 -2.1785
H 4.6382 -2.4319 -3.2074
N 1.7007 2.8669 -6.6462
C 4.3416 -1.3836 -3.1420
C 2.5458 -0.3757 -1.6711
H -3.3915 1.0848 3.2403
H 1.5393 4.1390 0.3233
C -6.3010 -1.2247 4.5117
C 0.4636 4.1442 0.1365
H -7.0997 -1.8529 4.8641
O 1.5377 -1.7277 1.0425
N 3.0532 -1.3088 -2.4964
C 2.2217 2.1098 -5.7269
H -1.1215 6.1792 -0.6952
C -0.6898 5.6419 -1.5253
C -1.4968 1.3348 0.6155
C 2.5930 -3.6841 0.1126
H -0.8455 -4.8166 3.7267
C -0.4318 5.3514 -3.8934
H 0.1996 -3.6558 5.4962
N -0.3240 0.7502 0.9817
C -1.8311 -1.2559 -0.9994
H 0.5349 0.1080 3.8208
N 0.9417 3.7749 -6.0338
N -3.5101 0.8082 -3.2392
C 0.2046 -1.6653 4.7439
C 4.4188 -1.4777 -5.6999
C 0.5701 1.7157 0.8186
H 5.0676 -0.8273 -2.5448
H -5.2973 -2.7534 3.3958
C -0.8080 -3.7274 3.6191
H 1.2736 -3.4371 4.1136
C -4.1875 0.4495 3.5935
C -5.2916 -1.7179 3.6965
O -2.0497 -0.8413 2.4788
H 0.7964 -1.4112 5.6327
C -5.1918 0.9306 4.3910
H -0.0223 4.8388 0.8288
H 2.2547 -3.2493 2.1867
H -1.6343 6.8709 -2.9964
```


3.
Below is 2 unconnected molecules or ions with the total composition C22H36ClFN3O2P2S2 in a non-equilibrium geometry, with properties calculated with the ωB97M-V functional and the def2-TZVPD basis.

Values from the calculation:
net charge	+1
lowest unoccupied orbital energy	-4.94	eV
E_HOMO	-10.5	eV

```
69
C22H36ClFN3O2P2S2 | OMol25 | the ωB97M-V functional and the def2-TZVPD basis
H -1.4265 -5.3152 2.0410
H 0.4310 2.1857 0.7074
H -4.1779 4.4106 0.1479
O 4.0764 -1.5680 -0.0542
H -4.0658 -4.9571 1.8215
C -3.7793 -1.0122 1.0302
C 8.8776 2.7955 -1.6961
S -7.0305 -0.3221 -2.0497
C -4.7132 0.0452 0.1276
C -0.3166 -4.1421 3.6819
H 8.2538 3.2414 -2.4638
H 11.1292 1.2633 1.0696
H -7.2040 1.1333 0.2741
C 10.0083 3.4711 -1.2506
H -5.7194 4.7310 -0.8943
H 0.4788 0.3748 -1.5924
H -0.4516 -1.1798 2.3023
C 9.3709 1.0031 -0.1542
H -1.6955 3.5707 -0.5606
C -4.6007 4.3184 -0.9416
H -4.0745 -2.6105 2.4459
H -5.2157 -5.4392 0.3212
H -7.1695 -1.2594 0.6275
H -2.5064 -4.0359 3.0568
C 8.5606 1.5525 -1.1489
N -2.3333 -0.6546 1.1397
H -1.3209 2.4884 -2.0593
N -1.5618 0.3389 0.6403
O 3.1131 -1.1756 -2.3575
H -4.7003 -2.7317 -0.4808
H 0.1008 -3.0563 3.8279
H 7.6833 1.0129 -1.4974
H -6.1840 -3.2100 0.6488
C -1.4625 -4.2252 2.5091
H -3.4437 3.2766 -3.7385
H 1.7687 1.6470 -2.2269
C -1.2086 2.5451 -0.8730
H -3.4924 -4.7736 -0.0597
Cl 5.3559 0.6850 -1.4852
H -1.9269 -3.2847 0.3642
H -2.1064 -1.8036 3.0452
H 0.5995 -4.8428 3.4147
H -0.0915 -3.1224 1.0501
H 0.9027 3.4257 -0.6571
H -0.7203 -4.5009 4.7461
C 1.1995 1.2399 -1.2722
S 3.6173 -0.4711 -1.0759
C -4.9915 -3.1814 0.5850
H 9.1220 0.0354 0.2762
C -4.3761 -4.6922 0.7248
H 3.0187 1.5972 0.1653
N -4.5202 -2.1856 1.6115
H 11.7035 3.4751 0.0643
P -6.5989 -0.1427 -0.1297
C 10.5017 1.6916 0.2919
C -3.7916 1.2682 -0.5097
H 1.8721 0.1258 0.6513
C 10.8246 2.9297 -0.2636
F 10.3160 4.6624 -1.7803
C -1.2572 -3.0839 1.3038
C 2.3857 0.6784 -0.2576
P -4.7154 2.5404 -1.6259
H -4.0514 5.0303 -1.7216
C 0.3670 2.3878 -0.4438
H -5.1252 2.3311 -4.1609
C -4.1707 2.4029 -3.4510
H -3.6309 1.3456 -3.5728
C -2.1923 1.3550 -0.2296
C -1.5174 -1.6335 2.0215
```


4.
Below is a gas-phase ion, C6H8F3N2 (charge +1) in a non-equilibrium geometry, with properties calculated with the ωB97M-V functional and the def2-TZVPD basis.

Values from the calculation:
ΔE to the lowest compared entry with this formula, charge and spin	667.1	kJ/mol
net charge	+1
lowest unoccupied orbital energy (alpha / beta)	-6.70 / -6.71	eV
E_HOMO (alpha / beta)	-14.7 / -14.7	eV

```
19
C6H8F3N2 | OMol25 | the ωB97M-V functional and the def2-TZVPD basis
C -1.5147 -0.4572 -0.1591
N -2.2322 0.3151 0.5126
F -2.0637 -1.1539 -1.1828
H 2.9916 0.3449 -1.3539
N 0.8502 0.2357 0.1713
H 4.0336 -0.7675 -0.3603
C -0.0957 -0.6723 0.0304
H -4.0915 0.1018 -0.1752
C -3.5601 0.6146 0.5234
C 2.2061 -0.1289 0.5668
C 3.0788 -0.5090 -0.7009
H 1.9970 -0.9257 1.3098
H 2.6278 -1.4490 -1.1249
H -3.5817 1.6413 0.3601
H 2.6500 0.8846 1.0547
F -0.3383 1.9272 -0.6613
F 0.2628 -1.9110 0.1865
C 0.8112 1.3856 -0.5406
H -4.0311 0.5236 1.5433
```


no.,molecular weight (g mol⁻¹)
1,106.14
2,846.79
3,555.08
4,165.14